10
Properties=species:S:1:pos:R:3:forces:R:3 method="wB97M-V/def2-TZVPD" homo_ev=-10.12 fmax_ha_per_bohr=0.01578 total_energy_ev=-5713.9238 homo_lumo_gap_ev=10.316
C 1.491434 -0.152588 0.081948 0.10 0.74 0.06
C 1.670425 1.126875 0.206452 0.04 -0.75 -0.30
C 0.037885 -0.216498 0.547627 -0.17 -0.01 0.26
C -1.067832 0.548622 -0.119911 -0.13 0.24 -0.01
N -0.879546 -0.863504 -0.380201 0.01 -0.17 -0.23
H 2.027691 -1.045742 -0.231825 -0.08 0.33 0.24
H -0.095621 -0.456911 1.598262 0.00 -0.16 -0.20
H -0.826470 1.276264 -0.889958 0.12 -0.16 0.15
H -1.966442 0.770711 0.451123 0.26 0.01 0.03
H -0.391520 -0.987228 -1.263516 -0.15 -0.07 0.00


39
Properties=species:S:1:pos:R:3:forces:R:3 method="wB97M-V/def2-TZVPD" homo_ev=-8.62 smiles="O=C(NCCN1CCCCC1)Nc1ccc(F)cc1F" fmax_ha_per_bohr=0.01484 total_energy_ev=-26779.9328 homo_lumo_gap_ev=9.288
O -0.275877 -3.502598 -0.383911 0.16 -0.43 0.05
C -0.491532 -2.311909 -0.378785 -0.31 0.33 0.06
N 0.406999 -1.363156 -0.750927 0.04 0.28 -0.07
H 0.238826 -0.414067 -0.455860 -0.08 -0.10 0.01
C 1.777129 -1.728203 -1.041149 0.12 -0.12 0.13
H 2.112267 -1.196958 -1.935657 0.04 -0.09 0.04
H 1.758710 -2.799488 -1.246685 0.05 0.15 -0.04
C 2.751840 -1.435387 0.109877 -0.02 -0.08 -0.19
N 3.488816 -0.199523 -0.084031 0.03 -0.06 0.10
C 4.618299 -0.108001 0.826185 0.28 0.04 -0.13
C 5.486987 1.097019 0.482414 -0.12 -0.01 0.30
C 4.662974 2.375087 0.574888 0.07 -0.08 -0.26
C 3.450937 2.236187 -0.337065 -0.14 0.01 0.25
C 2.655531 0.984322 0.023995 0.05 0.14 -0.23
H 1.823261 0.890165 -0.676878 -0.05 0.01 0.03
H 2.240763 1.091701 1.045675 -0.04 -0.04 -0.04
H 2.803573 3.111387 -0.255845 -0.02 0.01 -0.06
H 3.786653 2.149730 -1.371566 -0.04 0.03 -0.07
H 5.262181 3.238761 0.282269 -0.01 0.05 0.07
H 4.332767 2.525817 1.605685 0.01 0.05 0.06
H 6.338276 1.136115 1.163816 0.06 -0.02 -0.02
H 5.863201 0.980178 -0.534787 0.08 -0.03 -0.03
H 5.208004 -1.023044 0.729917 -0.06 0.00 0.07
H 4.280364 -0.029051 1.876571 0.01 -0.04 -0.01
H 3.487081 -2.241355 0.151761 -0.02 0.01 0.05
H 2.195199 -1.443681 1.065502 0.05 -0.04 -0.04
N -1.732703 -1.837245 0.030810 -0.25 -0.65 0.32
C -2.324419 -0.593507 -0.097565 -0.20 0.52 0.02
C -2.022207 0.320803 -1.108719 -0.18 -0.15 0.18
C -2.662805 1.544731 -1.180332 -0.22 0.26 0.16
C -3.631551 1.862426 -0.247192 0.16 -0.23 -0.06
C -3.992786 0.974663 0.751979 0.06 0.04 -0.14
C -3.333255 -0.233231 0.806263 0.22 0.05 -0.17
F -3.675024 -1.119839 1.767367 0.08 0.07 -0.14
H -4.761704 1.216059 1.466977 -0.08 0.02 0.09
F -4.251228 3.055629 -0.314263 0.00 -0.04 0.02
H -2.423790 2.246508 -1.962744 0.01 0.09 -0.08
H -1.305526 0.054364 -1.868291 0.05 -0.03 -0.05
H -2.279865 -2.538628 0.513930 0.20 0.05 -0.16


10
Properties=species:S:1:pos:R:3:forces:R:3 method="wB97M-V/def2-TZVPD" homo_ev=-9.37 smiles="C1=NN=CSN=C1" fmax_ha_per_bohr=0.07448 total_energy_ev=-18461.3851 homo_lumo_gap_ev=9.277
C 0.744476 -1.461495 0.301218 0.16 -0.53 -0.65
C -0.931262 0.576311 -0.497269 -3.44 0.30 -1.65
C 0.006320 1.220435 0.346961 -1.70 0.43 -1.35
H 1.115072 -2.258864 0.920084 1.01 0.01 0.19
H -1.686615 1.260884 -1.071061 1.59 -0.90 1.01
H -0.509151 2.030965 0.741025 0.02 2.05 1.70
N -0.503459 -1.552123 0.205531 -2.04 1.34 -0.38
N -1.237432 -0.633568 -0.598080 0.74 -2.49 0.07
N 1.224481 1.131514 0.232800 3.53 -0.48 0.67
S 1.777569 -0.314055 -0.581206 0.12 0.26 0.39


24
Properties=species:S:1:pos:R:3:forces:R:3 method="wB97M-V/def2-TZVPD" homo_ev="-0.41 / -0.65" total_charge=-2 fmax_ha_per_bohr=0.07741 total_energy_ev=-59964.1510 homo_lumo_gap_ev="6.227 / 6.281" s2=6.03 spin_multiplicity=5
C -0.178411 2.699791 -2.234116 0.28 1.67 0.75
C 0.528981 1.501227 -2.074039 0.79 -0.34 0.47
C 1.276830 1.568273 -0.803549 -0.26 -1.23 -0.73
H 0.538065 0.654596 -2.789693 0.02 0.67 0.71
C 1.006558 2.823081 -0.190979 -0.61 1.36 -0.44
C 0.078632 3.556549 -1.045152 2.24 -0.24 -0.67
H -0.199537 4.644509 -0.863422 0.28 -2.02 -0.49
H -0.914958 2.977723 -3.029393 0.86 -0.47 0.93
H 1.978706 0.794864 -0.440617 -0.59 0.57 -0.30
H 1.427650 3.223572 0.764856 -0.44 -0.57 -1.07
Fe -0.855948 1.500936 -0.275194 -1.80 2.22 -0.45
Cl -3.379399 1.848841 -0.410610 -1.46 -3.68 0.39
C -0.813943 -3.550045 1.838989 0.08 -0.09 0.01
C 0.323204 -3.131009 2.594552 0.02 -0.09 -0.05
C 1.485700 -3.328684 1.788851 -0.04 -0.08 0.00
H 0.308807 -2.733038 3.635706 0.00 -0.31 -0.95
C 1.066949 -3.870875 0.535414 -0.04 -0.05 0.08
C -0.354422 -4.007637 0.566731 0.07 -0.05 0.09
H -0.990654 -4.414171 -0.253401 0.56 0.42 0.73
H -1.872629 -3.537195 2.187116 0.96 0.04 -0.34
H 2.537275 -3.112031 2.089946 -0.94 -0.15 -0.28
H 1.734423 -4.150896 -0.312829 -0.60 0.29 0.74
N -2.653257 4.531852 -0.734645 1.03 -0.80 0.12
C -2.078621 3.509766 -0.544522 -0.42 2.94 0.74


56
Properties=species:S:1:pos:R:3:forces:R:3 method="wB97M-V/def2-TZVPD" homo_ev="-3.44 / -4.53" total_charge=-1 fmax_ha_per_bohr=0.06602 total_energy_ev=-79309.1556 homo_lumo_gap_ev="5.141 / 5.626" s2=6.04 spin_multiplicity=5
Rh -2.099323 2.580476 0.194386 1.90 -0.45 -2.62
Te -3.776889 0.911234 1.490419 -0.30 0.06 0.10
Te -2.667742 -2.848295 2.517975 1.12 0.01 -0.34
Te -0.558027 -4.141221 1.121808 -0.72 0.59 0.56
Te 0.931485 2.007480 -0.733693 -1.14 -0.27 -0.16
C -1.114126 1.740659 -1.533380 0.37 0.79 1.39
Si -1.005461 -2.051485 -0.226198 0.28 -1.72 -1.93
C 0.988403 -1.244442 2.256961 0.90 -1.06 0.14
N 1.464837 2.806851 1.153716 1.15 -0.07 -0.35
C 0.765031 2.739541 2.410139 -0.63 0.27 -0.17
C 1.439989 3.595848 3.481615 0.00 -0.08 0.00
C 2.885348 3.167293 3.683103 0.02 0.14 -0.02
C 3.601973 3.287924 2.346094 -0.09 -0.10 0.03
C 2.881504 2.447664 1.295649 -0.03 -0.08 0.03
C 0.435396 -1.959155 -1.465163 0.15 0.23 0.16
C 0.236820 -1.799381 -2.840295 -0.09 0.16 0.04
C 1.305889 -1.634983 -3.710720 0.01 -0.04 -0.02
C 2.607276 -1.650046 -3.230394 0.00 -0.02 0.02
C 2.832147 -1.833176 -1.872330 -0.03 0.07 -0.01
C 1.758717 -1.967764 -1.004636 0.00 -0.15 0.07
C -2.463117 -2.582241 -1.323431 -0.22 0.15 0.13
C -3.713451 -1.970945 -1.312433 0.02 0.11 0.06
C -4.776429 -2.494557 -2.040194 0.01 -0.01 -0.04
C -4.602951 -3.641301 -2.797189 0.01 0.01 0.03
C -3.352081 -4.247290 -2.847070 -0.01 -0.01 -0.01
C -2.296706 -3.719695 -2.122204 0.04 0.10 -0.12
H -1.358743 0.686810 -1.646894 0.09 0.00 -0.26
H -1.119412 2.340872 -2.439712 -0.62 0.10 0.06
H 1.679701 -1.594193 3.030588 -0.02 0.08 0.13
H -1.600286 -1.465608 2.320906 -1.47 -1.37 0.89
H 0.655657 1.716276 2.828583 0.22 -0.01 -0.02
H -0.240464 3.133451 2.249289 -0.05 -0.16 0.00
H 0.870646 3.513006 4.411565 -0.02 0.00 -0.02
H 1.409051 4.639559 3.156595 -0.01 0.01 0.02
H 2.915236 2.124949 4.021013 0.01 0.01 0.02
H 3.371664 3.777172 4.449520 0.01 -0.02 0.01
H 4.642184 2.957421 2.418907 0.00 0.03 -0.01
H 3.592218 4.332878 2.022905 0.05 0.00 0.00
H 3.021795 1.377574 1.552948 -0.03 0.02 0.02
H 3.375715 2.605930 0.332826 0.03 -0.04 0.01
H -0.771067 -1.793537 -3.237834 0.00 0.05 -0.01
H 1.120041 -1.494597 -4.768705 -0.01 -0.01 0.00
H 3.440634 -1.519186 -3.909705 0.00 -0.01 0.00
H 3.843422 -1.854972 -1.484841 0.00 0.01 0.00
H 1.945358 -2.101437 0.056611 0.01 0.06 0.01
H -3.867784 -1.070571 -0.727948 -0.01 -0.05 0.06
H -5.741765 -2.004851 -2.003385 0.00 0.01 0.00
H -5.434575 -4.060498 -3.350608 0.01 0.00 -0.01
H -3.200798 -5.138032 -3.445024 0.00 0.01 -0.02
H -1.317046 -4.176607 -2.204702 -0.04 -0.12 0.13
Cl -0.542368 -0.366978 1.378878 -0.88 2.50 2.12
C -1.840111 0.826135 0.838974 -0.69 -0.18 0.48
H 0.358071 0.658012 0.106370 1.52 0.60 -0.69
H -0.442432 0.478850 2.484119 0.12 -0.22 -0.62
O -0.821824 4.082799 -0.263336 -0.49 -0.36 0.87
O 0.348772 3.890379 -1.070437 -0.44 0.42 -0.13


80
Properties=species:S:1:pos:R:3:forces:R:3 method="wB97M-V/def2-TZVPD" homo_ev=-9.02 smiles="N=[PH2][C@@H]1CCCOS1(=O)=O.Fc1ccccc1.Fc1ccccc1.Fc1ccccc1.Fc1ccccc1.Fc1ccccc1" fmax_ha_per_bohr=0.01648 total_energy_ev=-77167.9596 homo_lumo_gap_ev=9.338
N 5.773840 -1.557030 -0.672019 -0.18 0.03 0.09
P 4.474749 -1.424012 0.187023 0.71 -0.09 -0.45
C 3.039810 -2.178203 -0.685291 -0.48 0.57 0.19
C 2.555760 -1.237028 -1.804399 0.13 -0.07 -0.08
C 1.604568 -0.119743 -1.321895 -0.17 -0.09 -0.05
C 1.274868 -0.181094 0.155542 0.13 0.11 0.05
O 0.733726 -1.477215 0.475196 -0.13 0.08 -0.09
S 1.666510 -2.744797 0.319296 0.30 -0.13 -0.01
O 2.181858 -3.095315 1.606095 -0.05 -0.02 0.06
O 0.916646 -3.685144 -0.444653 -0.04 -0.16 0.02
H 6.187995 -0.668439 -0.921832 0.08 -0.12 -0.08
H 4.495725 -2.083331 1.423751 -0.15 0.08 0.08
H 4.131245 -0.087501 0.437241 -0.31 -0.06 0.31
H 3.441842 -3.105923 -1.099253 0.04 0.01 -0.02
H 3.446542 -0.819215 -2.277540 0.01 0.00 0.00
H 2.063165 -1.832999 -2.570160 -0.03 -0.03 0.03
H 0.655975 -0.235363 -1.847828 0.00 0.08 -0.02
H 1.965816 0.876184 -1.578058 0.13 -0.09 0.08
H 0.496597 0.534961 0.407641 -0.10 -0.09 0.01
H 2.114130 0.021509 0.822137 0.04 0.01 -0.06
F 1.062685 2.357206 -3.139346 0.02 0.09 -0.10
C 0.321134 3.400578 -2.695268 0.00 -0.06 0.05
C 0.951134 4.599061 -2.429197 0.01 0.02 0.02
C 0.181179 5.652136 -1.954375 -0.01 0.00 0.00
C -1.183758 5.492779 -1.755602 0.01 0.00 -0.04
C -1.784540 4.272507 -2.029871 -0.07 0.00 0.02
C -1.031424 3.208619 -2.507984 -0.04 -0.02 0.04
H 2.016496 4.696223 -2.587501 0.00 -0.01 -0.01
H 0.652841 6.599565 -1.730027 0.00 0.00 0.00
H -1.772008 6.314379 -1.372696 -0.01 0.00 0.00
H -2.845645 4.138223 -1.861278 -0.01 0.01 -0.04
H -1.477667 2.248079 -2.727882 0.01 0.00 -0.01
F -5.725925 3.219753 -2.121885 0.00 0.01 0.00
C -5.574133 2.487996 -0.995953 0.04 -0.02 0.04
C -5.472598 3.145241 0.213243 0.02 0.08 0.02
C -5.305412 2.388584 1.364917 0.02 -0.03 -0.01
C -5.236572 1.004207 1.291312 0.01 0.00 0.00
C -5.335749 0.369108 0.060170 0.00 0.02 -0.01
C -5.510998 1.112953 -1.099106 0.01 -0.03 -0.04
H -5.517436 4.225591 0.245039 -0.03 0.00 -0.02
H -5.224004 2.887627 2.321643 0.00 0.00 0.00
H -5.100851 0.419035 2.190894 0.00 0.00 0.00
H -5.268516 -0.708462 -0.001895 -0.02 0.06 0.01
H -5.592209 0.642755 -2.070153 0.00 0.01 0.00
F -5.025771 -2.925661 0.021467 0.00 -0.08 0.01
C -5.523696 -3.757891 -0.922595 0.01 0.02 0.01
C -4.891489 -4.964380 -1.138683 0.01 -0.02 -0.01
C -5.408859 -5.809184 -2.110457 -0.01 0.00 0.00
C -6.530025 -5.439481 -2.840913 0.00 0.00 0.00
C -7.141567 -4.217236 -2.599113 0.00 0.00 0.00
C -6.639984 -3.360231 -1.629304 -0.02 0.00 -0.01
H -4.016357 -5.225785 -0.560040 0.00 0.01 0.01
H -4.930271 -6.761578 -2.295950 0.00 0.00 0.00
H -6.926408 -6.103194 -3.597263 0.00 0.00 0.00
H -8.015034 -3.925221 -3.166979 0.00 0.00 0.00
H -7.102098 -2.405333 -1.417465 0.01 0.00 0.01
F 9.201914 -3.166271 3.590223 0.00 0.00 0.00
C 8.668179 -3.939646 2.618615 0.00 0.00 0.01
C 9.111628 -5.240260 2.489435 0.01 -0.02 -0.01
C 8.559969 -6.026259 1.487050 -0.01 0.00 0.00
C 7.588071 -5.508596 0.641582 0.00 0.00 0.04
C 7.162766 -4.195715 0.796359 -0.02 -0.12 0.01
C 7.704741 -3.397842 1.792953 -0.02 0.03 0.00
H 9.871621 -5.618481 3.159222 0.00 0.01 0.01
H 8.893229 -7.049200 1.369610 0.01 0.00 0.00
H 7.163255 -6.127154 -0.137679 0.00 0.00 0.00
H 6.416745 -3.774224 0.136544 0.10 0.02 -0.04
H 7.394895 -2.369501 1.922536 0.02 0.01 -0.02
F -0.917237 6.914133 1.048170 0.02 0.06 0.06
C -0.830597 6.046295 2.081161 -0.02 -0.06 -0.06
C -0.721365 6.546143 3.362228 0.01 0.01 0.02
C -0.639858 5.644072 4.414100 0.00 -0.01 0.00
C -0.667661 4.277303 4.173598 0.00 0.00 0.00
C -0.778230 3.806765 2.871991 0.01 0.01 0.01
C -0.861185 4.693034 1.807152 -0.01 -0.02 0.00
H -0.701008 7.615151 3.523557 -0.01 0.00 -0.01
H -0.556274 6.014553 5.427237 0.01 0.00 0.00
H -0.604533 3.580828 4.998698 0.00 0.00 0.00
H -0.802308 2.741549 2.681168 -0.01 0.00 0.00
H -0.952578 4.354465 0.783577 0.01 0.01 0.00